No. 1
2 unconnected molecules or ions with the total composition C2H4O2S2, computed with ωB97M-V with the def2-TZVPD basis set.

Geometry as XYZ:
```
10
Properties=species:S:1:pos:R:3:forces:R:3:nbo_charge:R:1
C 1.54324 0.42431 -0.22826 1.7874 -1.6144 -2.6069 -0.387
C 1.55892 0.18007 1.05188 -1.0154 -0.8622 0.9067 -0.386
O -2.20585 -1.87173 -1.42156 -0.4568 -0.5010 -0.0145 -0.807
O -3.32862 0.28936 0.63401 -0.2900 -0.2200 0.1334 -0.807
S -1.39922 -0.65995 -1.40777 0.0167 1.0796 0.6700 0.821
S -2.10783 0.73515 -0.03403 0.6038 -0.4175 -0.8115 0.800
H 0.95633 1.12155 -0.72964 -1.0261 1.7280 -0.1944 0.173
H 2.12056 -0.13615 -1.06063 -0.6285 0.4910 1.9553 0.197
H 1.98077 -0.72815 1.43321 0.8258 -0.1024 0.1719 0.200
H 0.88170 0.64554 1.76279 0.1831 0.4189 -0.2099 0.196
```
Positions in Å, forces in eV/Å.

- ΔE to the lowest compared entry with this formula, charge and spin (eV) = 3.355
- 2S+1 = 1
- electronic energy (a.u.) = -1025.3422
- total charge = 0

---

No. 2
A molecular structure, C11H44Fe2N22O15P, computed with ωB97M-V with the def2-TZVPD basis set.

Geometry as XYZ:
```
95
Properties=species:S:1:pos:R:3:forces:R:3:lowdin_spin:R:1
Fe 0.48113 -1.95140 -0.38038 0.2682 -1.7338 -0.1088 3.723
Fe -1.16224 2.88366 -1.37468 -0.5909 -0.3451 -0.1522 3.733
P -0.21280 0.56431 -0.56382 -0.2510 -0.1159 -2.7339 0.019
O 0.61941 -0.10838 0.48807 0.7754 1.5873 2.4630 0.036
O 0.44031 1.72187 -1.38972 0.9163 -0.1275 0.1757 0.078
O -1.52895 1.26958 -0.20702 -0.4808 -0.5426 0.9172 0.070
O -0.33389 -0.62571 -1.56348 -1.5546 0.8914 -0.5916 0.071
C -0.84293 -2.43393 4.34742 -2.0611 -0.9984 0.3690 0.000
O -1.61044 -3.27125 3.86552 0.1768 0.2827 -0.1856 0.000
N -0.41411 -1.34830 3.70014 1.1318 1.0601 -0.5947 0.000
N -0.54823 -2.50541 5.67115 0.7173 -0.2062 -0.1278 0.000
H 0.45618 -0.95744 4.02839 -0.1220 0.3197 -0.1299 0.000
H -0.56725 -1.26192 2.70445 -0.0224 -0.4161 -0.1008 0.000
H 0.08679 -1.85167 6.09283 -0.3578 0.0253 0.3744 0.000
H -1.19851 -3.06959 6.18957 0.3497 -0.0212 0.3310 0.000
C 3.35844 -0.88481 -1.19833 -0.0147 -0.8149 -0.1130 0.007
O 2.38947 -1.67769 -1.26457 1.0653 0.5866 -0.3356 0.025
N 4.61342 -1.33120 -1.01859 -0.0856 -0.3826 0.0313 0.003
N 3.24494 0.43854 -1.32722 -1.4926 -0.2173 0.1488 0.003
H 5.29947 -0.65985 -0.72647 0.4337 -0.4716 -0.0644 0.000
H 4.70478 -2.32967 -0.94313 0.4501 0.1366 0.2006 0.000
H 3.98246 1.11644 -1.25795 -0.0774 0.0345 0.0057 0.000
H 2.26246 0.67195 -1.28600 0.2210 1.0492 -0.2601 0.001
C -0.07930 -4.35444 -2.62773 1.4909 1.0045 1.1044 0.005
O 0.00338 -3.51435 -1.72573 -0.8740 -0.5802 0.1675 0.023
N -0.87029 -5.43869 -2.59655 -0.1111 -0.1853 -0.8730 0.002
N 0.76731 -4.24931 -3.67261 -0.2486 -0.5608 -1.0110 0.001
H -1.43262 -5.70228 -1.80943 0.0667 0.2097 0.0659 0.000
H -0.72968 -6.07287 -3.36370 -0.4014 -0.3895 0.3086 0.000
H 1.51306 -3.57795 -3.66635 -0.1377 0.1023 0.2577 0.000
H 0.68944 -4.86627 -4.46312 0.1933 0.0884 -0.0159 0.000
C 3.13567 4.23959 -1.54559 0.7046 0.0755 1.4019 0.000
O 3.81507 5.20728 -1.22994 -0.3416 0.0242 -0.7355 0.000
N 2.39172 3.55577 -0.63261 -0.5361 -0.6158 -0.1020 0.000
N 3.12157 3.63230 -2.76086 0.5062 0.4861 -0.8941 0.000
H 1.78911 2.81978 -0.99149 -0.0953 0.3375 0.4287 0.000
H 2.11006 3.99008 0.22683 0.3172 0.1362 -0.0207 0.000
H 2.68123 2.74294 -2.92790 -0.0498 -0.0053 -0.0043 0.000
H 3.79128 3.97037 -3.43228 -0.0561 -0.0945 -0.0029 0.000
C -3.01804 0.98220 -3.27153 -0.3671 -0.2309 -0.9479 0.005
O -2.25988 1.96747 -3.11944 0.6373 0.6578 1.1016 0.036
N -2.85253 -0.21520 -2.72820 0.5397 0.4561 0.7970 0.002
N -4.05225 1.07210 -4.12789 -0.2490 0.6950 -0.2569 0.002
H -3.51894 -0.94947 -2.86152 0.0041 -0.0014 0.0208 0.000
H -2.07053 -0.29470 -2.08461 0.1528 -0.6420 0.0577 0.001
H -4.04005 1.85456 -4.76006 -0.2700 -0.0474 0.0338 0.000
H -4.65155 0.28757 -4.30308 0.0182 0.0656 -0.2128 0.000
C 1.90615 1.85159 3.05901 0.1687 -0.0762 1.2554 0.000
O 2.25080 2.31298 4.14043 -0.0028 -0.0982 -0.5354 0.000
N 0.63711 1.43261 2.81117 -1.1178 0.0791 -0.0627 0.001
N 2.71813 1.66387 1.98437 0.6041 -0.4240 -0.4883 0.000
H 0.45657 0.86292 1.97955 -0.0244 -0.0030 0.3683 0.001
H 0.03728 1.36237 3.61623 0.0363 -0.0306 -0.0121 0.000
H 2.31937 1.07176 1.26712 0.1587 0.0506 -0.2068 0.000
H 3.68820 1.48292 2.18891 0.0362 0.4514 0.0211 0.000
C -2.62542 -2.52080 0.61001 -1.0402 -0.7835 0.0196 0.003
O -1.40593 -2.33702 0.67119 -0.1023 0.3809 0.2077 0.026
N -3.33912 -2.50413 -0.55747 0.7799 0.2793 -1.0471 0.000
N -3.40047 -2.80125 1.67039 1.0646 0.4695 -0.0241 0.001
H -2.78841 -2.53968 -1.40038 0.0585 -0.0801 0.0696 0.000
H -4.27271 -2.86766 -0.61762 0.0054 -0.0129 0.1783 0.000
H -2.89685 -2.81503 2.55306 -0.3775 -0.4464 0.3446 0.000
H -4.33969 -3.10810 1.50968 -0.1013 0.0886 0.5321 0.000
C -0.58461 4.81039 1.13184 0.4927 1.8317 1.8527 0.010
O -0.54688 4.12718 0.10067 -0.7134 -0.3186 -0.6652 0.048
N -0.55387 6.16366 1.12648 0.0400 0.1487 -1.8084 0.004
N -0.56521 4.36183 2.39791 -0.3973 -1.2171 -0.6898 0.003
H -0.41049 6.61803 0.23815 0.0342 0.0584 0.1234 0.000
H -0.53756 6.73986 1.94595 -0.0667 -0.1435 0.1222 0.000
H -0.74445 3.38608 2.56866 0.4189 -0.0182 0.1830 0.000
H -0.30960 4.99228 3.13249 -0.0968 -0.2084 0.2596 0.000
C 1.84514 -2.95272 2.30999 0.6570 -0.3800 -0.4140 0.010
O 1.56571 -2.82387 1.11289 -0.3816 -0.5256 0.5109 0.036
N 1.52917 -4.03392 3.06259 -0.5482 -0.4249 -0.6261 0.003
N 2.65237 -2.08885 2.93954 0.0736 0.2185 0.9128 0.003
H 0.94544 -4.73313 2.63380 -0.1251 0.1262 0.0336 0.000
H 1.56285 -4.04134 4.06685 0.0386 0.1353 -0.0079 0.000
H 2.96554 -2.40734 3.83994 0.4393 0.5805 0.0164 0.000
H 3.02441 -1.26193 2.50893 -0.0811 -0.0527 -0.0970 0.000
C -4.35731 0.89614 2.14263 -0.8206 0.9451 -0.7352 0.000
O -5.46729 0.72979 2.61363 0.1693 -0.3251 0.0977 0.000
N -3.25272 1.16284 2.88823 0.7047 -0.1403 0.9392 0.000
N -4.09405 1.02829 0.80519 0.1883 -0.3753 -0.2467 0.000
H -2.34939 1.29158 2.46844 -0.0817 0.0402 -0.0642 0.000
H -3.37282 1.34835 3.86801 -0.0200 -0.1820 -0.0390 0.000
H -3.12150 0.97211 0.51221 -0.2976 0.0423 -0.2514 0.000
H -4.79531 0.76309 0.13634 -0.1141 -0.1332 0.2517 0.000
C 1.65218 0.60196 -4.69545 0.6991 -0.4382 -1.4432 0.000
O 2.43804 0.63137 -5.63800 -0.2522 -0.1829 0.4566 0.000
N 1.17997 -0.52173 -4.09276 -0.4019 0.3852 0.4923 0.000
N 1.12209 1.73091 -4.16233 -0.4886 0.5939 0.6683 0.000
H 1.43212 -1.45670 -4.33716 0.3365 0.2239 -0.2611 0.000
H 0.67324 -0.35836 -3.23638 -0.1917 -0.6985 0.1891 0.000
H 1.33322 2.61989 -4.57777 -0.0271 -0.1315 -0.1825 0.000
H 0.44339 1.67229 -3.40795 0.3792 0.1554 -0.3850 0.000
```
Positions in Å, forces in eV/Å.

- ΔE to the lowest compared entry with this formula, charge and spin (eV) = 0.213
- 2S+1 = 9
- electronic energy (a.u.) = -5648.1305
- total charge = +1

---

No. 3
C5H5ClFNO3S in the gas phase, computed with ωB97M-V with the def2-TZVPD basis set.

Geometry as XYZ:
```
17
Properties=species:S:1:pos:R:3:forces:R:3:nbo_charge:R:1
O -3.63356 0.33709 1.30689 -0.1774 -0.3893 -1.2857 -0.914
S -3.37237 0.07813 -0.08355 -3.7819 3.0212 2.0463 2.618
O -4.31332 -0.53768 -0.93072 0.4213 -0.1371 -0.2224 -0.864
F -3.12147 1.54500 -0.67656 -0.0132 -0.9551 -0.0096 -0.494
O -2.02412 -0.50781 -0.22576 3.2918 -1.4510 -1.2813 -0.700
C -1.14792 -0.37499 0.89655 2.5001 1.0072 -0.2515 0.206
C 0.35011 -0.65114 0.76695 -3.2178 2.7180 -5.0465 -0.098
C 0.88381 -0.57435 -0.69136 1.2556 -1.4214 1.0987 -0.206
C 0.69164 0.66598 -1.12736 0.2366 0.5007 -1.2748 -0.205
C 0.06799 1.59180 -0.13566 -0.4244 -1.9727 0.4152 -0.095
Cl 1.16107 2.92075 0.31900 -0.2386 -0.0412 -0.1192 -0.020
N -0.17812 0.70360 1.01952 -0.8324 0.5836 -0.2019 -0.392
H -1.74644 -0.44061 1.74235 -0.4493 -0.7861 1.5910 0.233
H 0.85651 -0.95076 1.54981 2.5719 -2.3717 3.4830 0.215
H 1.53748 -1.42503 -1.13524 -1.6761 1.6837 0.5234 0.248
H 0.84020 1.10477 -2.12006 0.4194 -0.6198 0.2649 0.233
H -0.87804 1.94882 -0.53332 0.1144 0.6311 0.2704 0.235
```
Positions in Å, forces in eV/Å.

- structure (SMILES) = O=S(=O)(F)O[C@H]1[C@H]2C=C[C@H](Cl)N21
- ΔE to the lowest compared entry with this formula, charge and spin (eV) = 0.000
- 2S+1 = 1
- electronic energy (a.u.) = -1432.1453
- total charge = 0

---

What did the third record say?
C5H5ClFNO3S in the gas phase, computed with ωB97M-V with the def2-TZVPD basis set.

Geometry as XYZ:
```
17
Properties=species:S:1:pos:R:3:forces:R:3:nbo_charge:R:1
O -3.63356 0.33709 1.30689 -0.1774 -0.3893 -1.2857 -0.914
S -3.37237 0.07813 -0.08355 -3.7819 3.0212 2.0463 2.618
O -4.31332 -0.53768 -0.93072 0.4213 -0.1371 -0.2224 -0.864
F -3.12147 1.54500 -0.67656 -0.0132 -0.9551 -0.0096 -0.494
O -2.02412 -0.50781 -0.22576 3.2918 -1.4510 -1.2813 -0.700
C -1.14792 -0.37499 0.89655 2.5001 1.0072 -0.2515 0.206
C 0.35011 -0.65114 0.76695 -3.2178 2.7180 -5.0465 -0.098
C 0.88381 -0.57435 -0.69136 1.2556 -1.4214 1.0987 -0.206
C 0.69164 0.66598 -1.12736 0.2366 0.5007 -1.2748 -0.205
C 0.06799 1.59180 -0.13566 -0.4244 -1.9727 0.4152 -0.095
Cl 1.16107 2.92075 0.31900 -0.2386 -0.0412 -0.1192 -0.020
N -0.17812 0.70360 1.01952 -0.8324 0.5836 -0.2019 -0.392
H -1.74644 -0.44061 1.74235 -0.4493 -0.7861 1.5910 0.233
H 0.85651 -0.95076 1.54981 2.5719 -2.3717 3.4830 0.215
H 1.53748 -1.42503 -1.13524 -1.6761 1.6837 0.5234 0.248
H 0.84020 1.10477 -2.12006 0.4194 -0.6198 0.2649 0.233
H -0.87804 1.94882 -0.53332 0.1144 0.6311 0.2704 0.235
```
Positions in Å, forces in eV/Å.

- structure (SMILES) = O=S(=O)(F)O[C@H]1[C@H]2C=C[C@H](Cl)N21
- ΔE to the lowest compared entry with this formula, charge and spin (eV) = 0.000
- 2S+1 = 1
- electronic energy (a.u.) = -1432.1453
- total charge = 0